<A>
This record from OMol25 describes an isolated molecule of C3H5NSSi. The level of theory is ωB97M-V/def2-TZVPD.

Kohn-Sham gap (spin up / spin down): 7.0 / 7.0 eV
HOMO (spin up / spin down): -8.00 / -8.00 eV
LUMO energy (spin up / spin down): -1.00 / -1.00 eV

Positions of all 11 atoms, in Å:
C (1.16, 1.44, 0.22)
C (2.69, -0.72, 0.46)
C (0.14, 0.68, -0.07)
N (1.69, -1.42, 0.19)
Si (-1.52, -0.14, -0.34)
S (2.71, 0.98, 0.79)
H (1.32, 2.50, 0.08)
H (3.62, -1.05, 0.33)
H (-1.31, -0.74, -1.67)
H (-2.30, 1.09, -0.30)
H (-1.51, -1.01, 0.83)

Here are the Löwdin charges for atoms 1 to 6, given in e:
1. C -0.5690
2. C -0.6755
3. C -0.2153
4. N 0.0803
5. Si 0.6208
6. S 0.9075

---

<B>
This record from OMol25 describes an isolated molecule of C3H5NSSi. The level of theory is ωB97M-V/def2-TZVPD.

Kohn-Sham gap (spin up / spin down): 8.0 / 8.0 eV
HOMO (spin up / spin down): -8.50 / -8.50 eV
LUMO energy (spin up / spin down): -0.48 / -0.48 eV

Positions of all 11 atoms, in Å:
C (2.31, -0.95, 0.11)
C (2.57, 0.46, 0.19)
C (-0.07, 0.19, -0.12)
N (1.15, -1.48, -0.03)
Si (-1.88, 0.55, 0.19)
S (1.11, 1.30, 0.06)
H (3.09, -1.58, 0.02)
H (3.36, 1.08, 0.67)
H (-2.63, -0.75, -0.25)
H (-2.14, 1.77, -0.68)
H (-2.22, 1.02, 1.58)

Here are the Löwdin charges for atoms 1 to 6, given in e:
1. C -0.3916
2. C -0.4149
3. C -0.6413
4. N 0.0946
5. Si 0.5308
6. S 0.8995

---

Which structure is the most stable? The one labeled <B>.

---

<A>
This record from OMol25 describes an isolated ion of composition C5H8NO and charge -1. The level of theory is ωB97M-V/def2-TZVPD.

Kohn-Sham gap: 5.5 eV
HOMO: -1.35 eV
LUMO energy: 4.13 eV
SMILES string: C=CN([O-])C(=C)C
net charge: -1

Positions of all 15 atoms, in Å:
C (2.87, 0.24, 0.16)
C (-1.67, -1.57, -0.26)
C (1.65, 0.17, -0.34)
C (-0.77, -0.60, -0.01)
C (-1.19, 0.84, 0.25)
N (0.60, -0.95, -0.11)
O (0.88, -2.26, 0.16)
H (3.48, 0.93, -0.37)
H (3.43, -0.52, 0.77)
H (-1.38, -2.63, -0.36)
H (-2.64, -1.43, 0.01)
H (1.28, 0.90, -1.00)
H (-0.40, 1.29, 0.74)
H (-1.88, 0.64, 1.01)
H (-1.59, 1.21, -0.71)

Here are the Löwdin charges for atoms 1 to 6, given in e:
1. C -0.0618
2. C -0.0286
3. C -0.1536
4. C -0.4066
5. C -0.0631
6. N -0.2628

---

<B>
This record from OMol25 describes a 2-piece molecular cluster, C5H8NO overall. The level of theory is ωB97M-V/def2-TZVPD.

Kohn-Sham gap: 6.2 eV
HOMO: -2.52 eV
LUMO energy: 3.69 eV
net charge: -1

Positions of all 15 atoms, in Å:
C (2.18, 2.24, -0.72)
C (1.09, 1.76, -1.28)
C (-0.78, -1.80, 0.95)
C (0.00, 1.19, -1.71)
C (-2.06, -1.02, 1.04)
N (-2.33, -0.24, 0.03)
O (-3.51, 0.35, 0.07)
H (3.25, 1.88, -0.78)
H (-0.29, -1.53, 0.12)
H (0.04, -1.55, 1.80)
H (-0.80, -2.92, 0.88)
H (-0.70, 0.51, -1.11)
H (-0.49, 1.34, -2.56)
H (2.26, 3.03, -0.06)
H (-2.64, -1.28, 1.88)

Here are the Löwdin charges for atoms 1 to 6, given in e:
1. C -0.0570
2. C -0.1672
3. C -0.1761
4. C 0.0133
5. C -0.3053
6. N -0.2329

---

Which structure is the most stable? The one labeled <A>.

---

<A>
This record from OMol25 describes a 3-piece molecular cluster, CH10NO2 overall. The level of theory is ωB97M-V/def2-TZVPD.

Kohn-Sham gap: 13.0 eV
HOMO: -16.15 eV
LUMO energy: -3.12 eV
net charge: +1

Positions of all 14 atoms, in Å:
C (-1.46, -0.16, 0.55)
N (0.02, -0.31, 0.50)
H (-1.88, -1.05, 1.03)
H (-1.75, 0.72, 1.10)
H (-1.82, -0.11, -0.46)
H (0.31, -0.98, -0.25)
H (0.38, -0.66, 1.39)
H (0.46, 0.60, 0.32)
H (1.52, -2.80, -1.22)
H (0.77, -2.11, -2.39)
O (0.86, -2.12, -1.42)
H (1.16, 3.08, 0.38)
H (-0.31, 3.05, 0.86)
O (0.38, 2.51, 0.45)

Here are the Löwdin charges for atoms 1 to 6, given in e:
1. C -0.0186
2. N 0.1228
3. H 0.1030
4. H 0.0955
5. H 0.1002
6. H 0.0931

---

<B>
This record from OMol25 describes a 3-piece molecular cluster, CH10NO2 overall. The level of theory is ωB97M-V/def2-TZVPD.

Kohn-Sham gap: 11.8 eV
HOMO: -15.27 eV
LUMO energy: -3.45 eV
net charge: +1

Positions of all 14 atoms, in Å:
C (1.67, 0.22, 0.83)
N (0.23, -0.12, 1.44)
H (1.40, 0.40, -0.23)
H (1.88, 1.02, 1.55)
H (2.51, -0.50, 0.89)
H (-0.02, -1.02, 1.89)
H (-0.48, 0.16, 0.74)
H (0.15, 0.47, 2.24)
H (-0.43, 2.25, -0.98)
H (0.28, 0.99, -1.45)
O (-0.36, 1.33, -0.88)
H (-2.27, -1.75, -1.29)
H (-1.13, -0.99, -1.92)
O (-1.33, -1.52, -1.18)

Here are the Löwdin charges for atoms 1 to 6, given in e:
1. C 0.0457
2. N 0.1451
3. H 0.0695
4. H 0.1006
5. H 0.1111
6. H 0.1731

---

Which structure is the most stable? The one labeled <A>.

---

<A>
This record from OMol25 describes an isolated molecule of C4H11OP. The level of theory is ωB97M-V/def2-TZVPD.

Kohn-Sham gap: 11.1 eV
HOMO: -10.14 eV
LUMO energy: 0.94 eV
SMILES string: CCCC[PH2]=O

Positions of all 17 atoms, in Å:
C (2.22, -0.76, 0.12)
C (0.97, -0.23, -0.58)
C (0.36, 0.84, 0.28)
C (-1.01, 1.13, -0.21)
O (-3.77, -0.12, -0.23)
P (-2.38, -0.43, -0.01)
H (2.77, -1.60, -0.33)
H (3.10, -0.02, 0.28)
H (1.88, -1.03, 1.18)
H (0.12, -0.91, -0.56)
H (1.17, 0.12, -1.54)
H (1.06, 1.68, 0.23)
H (0.11, 0.34, 1.31)
H (-0.92, 1.72, -1.07)
H (-1.55, 1.75, 0.55)
H (-1.95, -1.60, -0.74)
H (-2.17, -0.90, 1.33)

Here are the Löwdin charges for atoms 1 to 6, given in e:
1. C -0.1201
2. C -0.2980
3. C -0.3345
4. C -0.2650
5. O -0.4572
6. P 0.6796

---

<B>
This record from OMol25 describes an isolated molecule of C4H11OP. The level of theory is ωB97M-V/def2-TZVPD.

Kohn-Sham gap: 9.5 eV
HOMO: -8.51 eV
LUMO energy: 0.95 eV
SMILES string: CCP[C@H](C)O

Positions of all 17 atoms, in Å:
C (-1.99, -1.80, -0.15)
C (1.71, 2.01, 0.12)
C (-0.71, -1.56, 0.79)
C (0.92, 0.87, -0.57)
O (0.25, 1.14, -1.82)
P (-0.59, 0.28, 1.04)
H (-2.85, -1.48, 0.44)
H (-1.71, -1.06, -0.92)
H (-2.26, -2.77, -0.54)
H (1.30, 2.59, 0.93)
H (2.71, 1.76, 0.53)
H (1.99, 2.76, -0.69)
H (0.13, -1.92, 0.35)
H (-0.86, -2.02, 1.74)
H (1.53, 0.03, -0.63)
H (-0.29, 1.98, -1.77)
H (0.62, 0.07, 1.82)

Here are the Löwdin charges for atoms 1 to 6, given in e:
1. C -0.1667
2. C -0.1521
3. C -0.5223
4. C -0.4266
5. O -0.1283
6. P 0.8930

---

Which structure is the most stable? The one labeled <A>.